# 1
A cluster of 2 separate species, C28H30NO2 in total. Source: OMol25; level of theory: ωB97M-V/def2-TZVPD.

Results
Frontier orbital gap ... 0.190 Eh
Net charge ... +1

The geometry in XYZ format:
```
61
C28H30NO2 ωB97M-V/def2-TZVPD
C -5.91258 -3.51920 2.21036
O -5.42664 -2.20142 2.28993
C -4.03430 -2.10249 2.22979
C -3.45030 -0.83464 2.30141
C -2.08499 -0.68186 2.26288
C -1.22988 -1.77973 2.14713
C 0.24023 -1.63256 2.11457
C 0.83197 -0.43789 1.99545
N 1.05108 -2.79232 2.18269
C 2.33680 -2.90193 1.66568
C 3.02301 -4.22409 1.74796
O 2.90660 -1.97678 1.12755
C -1.81978 -3.03998 2.04427
C -3.18327 -3.20360 2.09541
H -7.00227 -3.50165 2.22892
H -5.58765 -3.97146 1.27223
H -5.55577 -4.09053 3.06889
H -4.10028 0.01994 2.38821
H -1.66708 0.30588 2.31440
H 1.90011 -0.39155 1.93008
H 0.29580 0.48422 1.92143
H 0.65367 -3.62038 2.61325
H 2.59774 -4.85214 2.52942
H 2.93995 -4.75173 0.79861
H 4.08422 -4.09100 1.95870
H -1.19649 -3.90327 1.89345
H -3.59778 -4.19537 2.03357
C 5.71243 6.16147 -2.20720
C 4.92938 4.95446 -1.83473
C 5.56548 3.81662 -1.34801
C 4.85474 2.67386 -1.06689
C 3.46460 2.62959 -1.25135
C 2.74551 1.40973 -1.06946
C 1.37050 1.32584 -1.12252
C 0.67334 0.14910 -1.27823
C -0.74837 0.08188 -1.40004
C -1.34345 -1.04523 -1.98257
C -2.70329 -1.10675 -2.16891
C -3.52840 -0.06379 -1.76411
C -4.99624 -0.14979 -1.98261
C -2.95019 1.05177 -1.16592
C -1.59051 1.13025 -0.99084
C 2.82799 3.79483 -1.71143
C 3.54905 4.92733 -2.00264
H 5.05559 6.94915 -2.57759
H 6.25325 6.55170 -1.34458
H 6.43354 5.92997 -2.99350
H 6.63287 3.83140 -1.21042
H 5.35306 1.79579 -0.69232
H 3.30856 0.49716 -0.97307
H 0.80372 2.23962 -1.09558
H 1.23069 -0.75960 -1.41977
H -0.70563 -1.84276 -2.32139
H -3.13837 -1.96695 -2.64645
H -5.50394 0.72921 -1.58391
H -5.22040 -0.21654 -3.04901
H -5.41073 -1.03044 -1.48835
H -3.58493 1.85826 -0.83843
H -1.16663 1.99493 -0.51143
H 1.76625 3.78883 -1.88063
H 3.04842 5.79660 -2.39234
```

# 2
A structure of composition C28H30NO7OsS. Source: OMol25; level of theory: ωB97M-V/def2-TZVPD.

Results
Frontier orbital gap ... 0.250 Eh
Net charge ... -1

The geometry in XYZ format:
```
68
C28H30NO7OsS ωB97M-V/def2-TZVPD
Os -0.42606 0.10762 0.01659
C 0.13990 -7.03837 0.96641
C -0.14956 -5.63154 1.41668
C -1.27493 -4.95490 0.96327
C -1.54902 -3.64342 1.33521
C -0.69122 -3.03864 2.23772
C 0.41829 -3.70682 2.74416
C 0.69153 -4.99781 2.32847
S -0.98022 -1.36094 2.74385
O -2.33009 -1.01855 2.36138
O -0.61150 -1.30923 4.14064
N -0.02439 -0.35999 1.92210
C 1.41180 -0.37198 2.20753
C 2.23466 -0.08057 0.95492
O 3.43796 0.07013 1.03430
O 1.56867 -0.03425 -0.17086
H -0.60746 -7.38577 0.25360
H 0.15016 -7.72842 1.81291
H 1.11861 -7.09933 0.48653
H -1.92738 -5.45269 0.25260
H -2.56764 -3.28627 1.31805
H 1.03172 -3.22334 3.49206
H 1.54746 -5.52661 2.73248
H 1.75252 -1.33507 2.59338
H 1.67400 0.38487 2.95107
C -5.24610 -5.12483 -1.66180
O -4.89256 -4.46739 -2.86008
C -3.83337 -3.60888 -2.81226
C -3.50721 -3.01113 -4.05725
C -2.47924 -2.11847 -4.09177
C -1.73776 -1.75555 -2.94161
C -0.79144 -0.69557 -3.03338
C -0.18144 -0.33898 -4.37398
O -0.43970 0.05218 -2.09752
C -2.00526 -2.41841 -1.68458
O -1.30999 -2.26556 -0.64957
C -3.12671 -3.33071 -1.67810
H -6.07445 -5.78404 -1.91079
H -5.56460 -4.41369 -0.89498
H -4.41383 -5.71756 -1.27215
H -4.08655 -3.26130 -4.93452
H -2.24817 -1.64224 -5.03676
H 0.14848 -1.22918 -4.90743
H 0.65928 0.32561 -4.19356
H -0.90768 0.18256 -5.00090
H -3.37419 -3.79770 -0.73760
C 0.60309 3.44865 -0.55797
C -0.39503 3.14464 0.56220
C -1.47476 4.23356 0.60214
C -1.01039 1.79091 0.27924
C 0.27308 3.04399 1.93553
C -0.44551 2.49454 2.99901
C 0.12335 2.35762 4.25335
C 1.43036 2.77510 4.47442
C 2.15816 3.31501 3.42657
C 1.58517 3.44211 2.16617
H 0.08094 3.44006 -1.51623
H 1.38282 2.68696 -0.59621
H 1.06028 4.43316 -0.42888
H -1.99670 4.28202 -0.35694
H -1.03000 5.21012 0.80601
H -2.20958 4.02498 1.38170
H -2.12554 1.71417 0.37701
H -1.44701 2.11602 2.82910
H -0.44258 1.88553 5.04617
H 1.88381 2.65471 5.45048
H 3.18620 3.62006 3.57812
H 2.18543 3.83399 1.35665
```

# 3
A structure of composition C28H30O3P3PmS. Source: OMol25; level of theory: ωB97M-V/def2-TZVPD.

Results
Frontier orbital gap (alpha / beta) ... 0.240 / 0.266 Eh
Multiplicity ... 5
Net charge ... +2

The geometry in XYZ format:
```
66
C28H30O3P3PmS ωB97M-V/def2-TZVPD
Pm 0.72973 0.15399 -0.12889
O -0.10480 -1.70417 -1.17422
S -0.83355 -1.00047 -2.31090
O -0.51080 -1.49219 -3.62436
O -0.50054 0.42763 -1.98772
C -2.54507 -1.29708 -2.13840
C -3.21082 -1.98588 -3.19264
C -4.57764 -2.22502 -3.04141
C -5.22544 -1.79661 -1.88471
C -4.58506 -1.11749 -0.89074
C -3.17401 -0.93015 -0.94491
P -2.24357 -0.32237 0.54781
C -2.15251 -1.87686 1.51445
C -2.19279 -3.16524 0.94710
C -2.30306 -4.25601 1.78175
C -2.38325 -4.11597 3.18182
C -2.27745 -2.83144 3.75699
C -2.13906 -1.72772 2.94208
C -3.62501 0.63122 1.48449
C -4.31802 0.37377 2.71268
C -5.20947 1.32121 3.24950
C -5.61148 2.43341 2.55235
C -5.10453 2.62143 1.28490
C -4.05288 1.81417 0.80166
H -2.63230 -2.41581 -4.03232
H -5.09221 -2.71961 -3.85393
H -6.23684 -2.05781 -1.70588
H -5.17355 -0.87732 -0.02112
H -2.20533 -3.31792 -0.10618
H -2.35729 -5.25271 1.33309
H -2.49341 -5.00699 3.76610
H -2.27355 -2.71572 4.84433
H -1.86026 -0.75319 3.35314
H -4.09501 -0.56094 3.26724
H -5.57049 1.14259 4.25573
H -6.37831 3.13136 2.94980
H -5.53698 3.37146 0.61364
H -3.62511 2.01975 -0.18328
C 4.76569 -0.67932 1.12889
P 3.82502 -0.45338 -0.46850
C 4.04444 -2.05487 -1.31926
C 4.74242 0.77377 -1.44202
C 5.84147 0.56701 -2.26583
C 6.42536 1.64283 -2.99155
C 6.00289 2.93172 -2.70227
C 4.91873 3.18731 -1.90993
C 4.21486 2.09838 -1.30337
P 2.92022 2.29602 -0.06089
C 2.00987 3.85671 -0.42067
C 4.03227 2.83434 1.34010
H 5.77022 -0.22211 1.03844
H 4.91133 -1.76332 1.35015
H 4.26458 -0.21404 1.98203
H 5.06131 -2.42700 -1.18865
H 3.82621 -1.99356 -2.38262
H 3.42381 -2.79268 -0.82106
H 6.17615 -0.43898 -2.43370
H 7.20820 1.44071 -3.74503
H 6.50590 3.74693 -3.19588
H 4.61657 4.22508 -1.74622
H 1.67757 3.97397 -1.44825
H 2.63725 4.71148 -0.13683
H 1.12054 3.94526 0.23895
H 4.76149 3.59505 1.02978
H 4.54422 1.99110 1.79722
H 3.43312 3.30231 2.15786
```

# 4
A structure of composition C28H31BFeO6S. Source: OMol25; level of theory: ωB97M-V/def2-TZVPD.

Results
Frontier orbital gap (alpha / beta) ... 0.164 / 0.175 Eh
Multiplicity ... 5
Net charge ... +2

The geometry in XYZ format:
```
68
C28H31BFeO6S ωB97M-V/def2-TZVPD
C 4.49051 1.28031 -5.10491
O 3.40625 2.19631 -4.82212
C 2.35681 1.73624 -4.09283
C 1.28075 2.64156 -3.91554
C 0.17095 2.24145 -3.21995
C 0.11698 0.97443 -2.63971
B -1.12128 0.70616 -1.76138
C 1.25261 -2.89334 0.82447
C 0.16635 -3.75287 1.28504
C -0.42850 -4.63848 0.40412
C 0.01915 -4.62180 -0.94030
C -0.46837 -5.57815 -1.97937
S 1.23171 -3.43700 -1.06223
O -0.88590 0.70744 -0.36488
C -2.18757 0.80504 0.23050
C -2.17672 0.13903 1.57349
C -2.43964 2.30694 0.38374
C -3.11168 0.14758 -0.89859
C -3.27446 -1.36411 -0.74900
C -4.47644 0.78363 -1.05742
O -2.40849 0.42949 -2.15221
C 1.18459 0.06752 -2.79811
C 2.30351 0.44826 -3.52471
H 5.16274 1.85954 -5.74167
H 5.00192 0.97106 -4.18244
H 4.11311 0.39422 -5.63848
H 1.36011 3.63892 -4.32984
H -0.68393 2.91315 -3.11097
H -0.23310 -3.67549 2.29363
H -1.19264 -5.34156 0.70831
H -0.12495 -6.60578 -1.79993
H -1.56498 -5.61015 -1.94055
H -0.11396 -5.33878 -2.98478
H -3.16624 0.20614 2.01413
H -1.90156 -0.90663 1.49762
H -1.47487 0.63230 2.23317
H -3.42757 2.49918 0.80588
H -1.67857 2.71171 1.05688
H -2.34613 2.82989 -0.57841
H -3.96390 -1.60000 0.06696
H -3.71388 -1.78179 -1.66236
H -2.31712 -1.86018 -0.56419
H -5.01582 0.76470 -0.10322
H -4.38518 1.81518 -1.42243
H -5.05471 0.21269 -1.79620
H 1.13363 -0.92912 -2.37831
H 3.13376 -0.24087 -3.64621
O 1.91903 4.28927 6.32178
C 1.77073 3.54584 5.43489
Fe 0.96097 2.58184 4.23826
C -0.41734 2.19636 5.27193
O -1.34382 2.38890 5.93579
C 0.16048 4.00939 3.49429
O -0.51173 4.93830 3.34277
C 1.39534 -1.58285 1.49609
C 1.75743 -0.40223 0.80343
C 1.95228 0.86647 1.32392
C 2.22570 1.41140 2.58598
C 1.89234 0.77983 3.78172
C 1.35077 -0.51269 3.82325
C 1.28484 -1.56761 2.93644
H 2.30474 -3.17822 1.03604
H 1.80854 -0.49109 -0.30565
H 1.99664 1.60919 0.52236
H 2.82858 2.31359 2.62120
H 2.21359 1.23069 4.73963
H 0.93918 -0.80533 4.77987
H 0.96443 -2.50505 3.40130
```

# 5
A structure of composition C28H31Br58F4O4. Source: OMol25; level of theory: ωB97M-V/def2-TZVPD.

Results
Frontier orbital gap ... 0.171 Eh
Net charge ... -1

The geometry in XYZ format:
```
125
C28H31Br58F4O4 ωB97M-V/def2-TZVPD
O -0.02887 -2.42406 1.77068
C -1.08484 -1.86842 1.35840
Br -2.18849 -1.04662 2.84553
C -1.57985 -1.83220 -0.15293
C -0.77536 -0.81152 -1.11513
C 0.79911 -0.78156 -0.71293
O 1.14483 0.30426 0.18419
C 2.20751 -0.04774 1.08532
O 2.24011 0.95184 2.13131
C 0.94365 1.53197 2.36260
C 0.97368 2.29519 3.79952
O 1.45471 1.42496 4.86423
C -1.37491 0.68376 -0.93703
F -1.64225 1.04061 0.43075
F -0.61515 1.66904 -1.67348
C -2.84982 0.64125 -1.66642
F -3.02372 1.92479 -2.29392
F -2.86094 -0.38750 -2.64149
H -1.37808 -2.88454 -0.58843
H -2.72367 -1.69684 -0.24885
H 1.34729 -0.57116 -1.70911
H 1.17308 -1.81138 -0.37141
H 3.21263 0.04957 0.51584
H 2.09192 -1.06512 1.58284
H 0.10277 0.74846 2.46109
H 0.66812 2.36161 1.60558
H 1.65930 3.19663 3.66645
H -0.11091 2.62445 4.03500
H 0.74341 0.78678 5.10438
H -3.67192 0.52180 -0.86678
C 4.48272 -3.04295 2.97822
Br 4.64389 -4.83130 3.71457
Br 4.20621 -3.08031 1.05838
Br 3.12019 -2.00858 3.89376
H 5.43308 -2.54085 3.15249
C 2.51753 1.32995 -3.97150
Br 3.18391 1.55019 -2.16357
Br 3.77321 1.98989 -5.29673
Br 1.99260 -0.50159 -4.32615
H 1.61872 1.93970 -4.05322
C 4.80490 3.72811 1.51793
Br 5.86010 2.31389 0.71422
Br 3.07659 3.90876 0.65844
Br 4.63235 3.50806 3.43749
H 5.34211 4.66022 1.35064
C -6.16492 3.29631 -2.33088
Br -6.37912 4.42782 -0.76995
Br -6.43857 1.42454 -1.90721
Br -7.29108 3.87513 -3.80040
H -5.13182 3.39978 -2.66023
C -1.04027 1.98245 -6.32669
Br -0.00051 0.57115 -7.16201
Br -2.79265 2.16362 -7.14188
Br -1.16205 1.75680 -4.40312
H -0.50842 2.91550 -6.50545
C 0.14947 -2.66307 -9.48832
Br 1.77539 -1.64709 -9.20557
Br 0.00397 -3.30428 -11.31320
Br -0.02867 -4.10091 -8.19943
H -0.68454 -1.98253 -9.32228
C -2.24558 -2.90497 6.54681
Br -1.13775 -1.31641 6.51585
Br -2.06419 -3.87484 8.21772
Br -4.09940 -2.49883 6.14375
H -1.88480 -3.56154 5.75635
C -1.85772 -6.38621 -5.37928
Br -1.55926 -7.79399 -4.07952
Br -3.32603 -6.80866 -6.57532
Br -2.09233 -4.65927 -4.53046
H -0.95849 -6.32140 -5.99000
C -5.64052 -1.86255 9.60317
Br -4.48953 -0.39623 10.13809
Br -5.18906 -3.50637 10.52753
Br -7.51789 -1.41619 9.80124
H -5.46384 -2.03512 8.54269
C -4.35985 -10.05293 -1.38075
Br -4.97248 -9.76357 -3.19893
Br -3.15441 -11.56803 -1.25905
Br -3.58155 -8.44905 -0.61576
H -5.23756 -10.29585 -0.78456
C 2.13321 -7.23803 -7.49217
Br 2.81895 -7.00192 -5.69381
Br 3.38344 -6.60236 -8.83111
Br 1.59170 -9.07105 -7.82289
H 1.23935 -6.62215 -7.57538
C 7.56792 4.42989 -2.81704
Br 7.80246 5.60051 -1.28677
Br 6.12301 3.16593 -2.54197
Br 7.34810 5.43119 -4.46467
H 8.48507 3.84924 -2.91770
C 5.78556 0.43426 6.69814
Br 6.85078 -0.98440 5.90984
Br 4.06183 0.60749 5.83060
Br 5.60872 0.22047 8.61922
H 6.32272 1.36620 6.52996
C 9.75433 0.84289 -1.93804
Br 9.98732 2.01904 -0.41353
Br 8.30493 -0.41566 -1.66387
Br 9.53925 1.84027 -3.58787
H 10.66883 0.26047 -2.03478
C -11.34382 5.25466 -3.68950
Br -10.66369 5.46168 -1.88523
Br -10.08552 5.90562 -5.01407
Br -11.88854 3.42910 -4.04953
H -12.23620 5.87404 -3.76655
C 1.76414 -3.73614 9.69625
Br 1.86151 -2.08500 8.68546
Br 1.73220 -5.28981 8.53588
Br 3.17560 -3.85450 11.02204
H 0.81932 -3.72294 10.23729
C 9.87571 9.11395 -2.27619
Br 10.92778 7.70320 -3.09180
Br 8.13798 9.29576 -3.11746
Br 9.72578 8.88258 -0.35629
H 10.41002 10.04732 -2.44365
C 0.83107 1.74383 9.26957
Br 1.08327 2.92225 10.79052
Br -0.59345 0.46484 9.57748
Br 0.56535 2.73459 7.62609
H 1.75188 1.17344 9.15272
C -15.74890 5.16049 -4.48119
Br -15.06854 5.36658 -2.67561
Br -14.49000 5.81131 -5.80686
Br -16.29588 3.33520 -4.84149
H -16.63997 5.78097 -4.55773
```

# 6
A structure of composition C28H31BrIN5O4Pd. Source: OMol25; level of theory: ωB97M-V/def2-TZVPD.

Results
Frontier orbital gap (alpha / beta) ... 0.261 / 0.149 Eh
Multiplicity ... 5
Net charge ... +2

The geometry in XYZ format:
```
71
C28H31BrIN5O4Pd ωB97M-V/def2-TZVPD
Pd 0.23449 -0.21289 -0.57291
O 1.90919 -0.14839 -2.41211
C 2.30389 1.11221 -2.78431
C 2.28629 1.45821 -4.13331
C 2.74879 2.69391 -4.53361
C 3.26559 3.58441 -3.60191
C 3.26299 3.25721 -2.25621
C 2.77199 2.03151 -1.83331
C 2.62289 1.72101 -0.32791
O 2.37759 0.44671 -0.02171
N 1.51119 2.59371 0.10789
N 0.30929 2.24791 -0.26731
C -0.73591 2.98631 -0.05201
C -2.02761 2.59081 -0.48071
Br -2.06551 0.94651 -1.49741
C -3.21161 3.20621 -0.20741
C -3.36361 4.53661 0.31309
C -4.43061 4.84891 1.17739
C -4.56151 6.12291 1.68609
C -3.67461 7.12781 1.30949
C -2.65161 6.84841 0.40699
C -2.49301 5.57051 -0.08121
H 2.42419 -0.31889 -1.57801
H 1.91039 0.74251 -4.84591
H 2.71639 2.96221 -5.57681
H 3.65699 4.53701 -3.92211
H 3.66789 3.95631 -1.53851
H 3.52209 2.08491 0.20559
H 1.69049 3.51341 0.50629
H -0.66091 3.90701 0.52389
H -4.12211 2.65651 -0.40521
H -5.11271 4.06911 1.47829
H -5.36001 6.34411 2.37699
H -3.79871 8.12841 1.69509
H -1.99681 7.63961 0.07659
H -1.74411 5.36321 -0.83121
I 5.52259 -5.38329 1.60019
C 3.94099 -3.99809 1.88579
C 3.43269 -3.30459 0.79359
C 2.41169 -2.38779 0.98659
C 1.90939 -2.17719 2.26049
C 2.42519 -2.86429 3.35029
C 3.43779 -3.78449 3.16099
C 0.73509 -1.19409 2.55029
O 0.52589 -0.95959 3.71819
O 0.08759 -0.80569 1.54879
H 3.83169 -3.47329 -0.19681
H 2.02329 -1.82979 0.13939
H 2.02779 -2.67189 4.33459
H 3.83199 -4.31959 4.01019
C -2.25111 -3.78799 1.83139
N -1.98851 -3.00409 0.64999
C -2.68911 -1.75259 0.56249
C -1.01371 -3.31619 -0.23311
N -0.43011 -2.39369 -0.95711
N -0.72111 -4.65019 -0.35961
C 0.54609 -5.09309 -0.89251
C -1.78451 -5.62539 -0.50661
H -2.20541 -3.13189 2.70429
H -1.51001 -4.57359 1.95119
H -3.24961 -4.23259 1.79259
H -3.61571 -1.82989 1.12779
H -2.92281 -1.54059 -0.48081
H -2.08981 -0.93649 0.98789
H 0.14869 -2.78319 -1.70231
H 0.53379 -5.15739 -1.98661
H 0.73869 -6.09249 -0.50191
H 1.34979 -4.43709 -0.56021
H -2.76231 -5.16389 -0.39881
H -1.68501 -6.42529 0.22909
H -1.72341 -6.07439 -1.50241
```

Molecular weight per entry: 412.553, 714.845, 684.534, 562.274, 5141.976, 814.815 g mol⁻¹
Max |F| per entry: 0.0346, 0.0416, 0.0581, 0.1222, 0.1100, 0.0454 Eh/bohr